Entry 1:
The following is a DFT calculation (ωB97M-V/def2-TZVPD) of the ion C2H9N3O with charge +2 in a non-equilibrium geometry.

Cartesian coordinates (Å):
N: -0.9682 -1.6921 -0.4398
C: -0.3337 -0.5466 -0.1851
N: -0.2747 0.1070 -1.5503
C: 0.2375 0.1378 0.8214
N: 0.8079 1.5529 0.7867
O: 0.2973 -0.2859 2.2316
H: -1.2815 -2.3203 0.2279
H: -0.4907 -2.2614 -1.1185
H: -1.2554 0.3267 -1.7220
H: 0.0731 -0.6109 -2.2838
H: 0.2322 1.1191 -1.6199
H: 1.3274 1.5604 1.7521
H: 1.5539 1.7191 0.0499
H: 0.1625 2.3753 0.7229
H: -0.0876 -1.1811 2.3268

- HOMO energy (eV) = -18.50
- gap between HOMO and LUMO (eV) = 10.0
- SMILES = N/C([NH3+])=C(/[NH3+])O
- charge = +2
- ΔE to the lowest compared entry with this formula, charge and spin (kJ/mol) = 183.39
- E (eV) = -8717.6618



Entry 2:
The following is a DFT calculation (ωB97M-V/def2-TZVPD) of the molecule CH2N2OS in a non-equilibrium geometry.

Cartesian coordinates (Å):
N: 2.3004 1.0585 0.0925
C: 1.2929 0.6388 -0.2518
S: -0.2879 -0.2253 -0.2339
N: -1.4120 0.4663 0.4202
O: 0.2825 -1.5831 0.1424
H: -0.7127 -0.4232 -1.4930
H: -1.4632 0.0681 1.3236

- HOMO energy (eV) = -11.59
- gap between HOMO and LUMO (eV) = 11.5
- SMILES = N#C[S@H](=N)=O
- ΔE to the lowest compared entry with this formula, charge and spin (kJ/mol) = 200.02
- E (eV) = -16928.2431



Entry 3:
The following is a DFT calculation (ωB97M-V/def2-TZVPD) of a structure of composition C9H14N2O6PtS2 in a non-equilibrium geometry.

Cartesian coordinates (Å):
Pt: 0.3375 0.1456 -0.1906
O: -0.4892 0.2677 -2.1551
S: 0.3895 1.4659 -2.3426
O: 0.5685 1.9243 -3.6730
O: 1.6583 1.0848 -1.6155
C: -0.1913 2.8341 -1.3149
C: 0.5502 3.9861 -1.5196
C: 0.4703 5.0441 -0.6232
C: -0.3472 4.9390 0.4843
C: -1.1289 3.8019 0.6722
C: -1.0711 2.7340 -0.2144
S: -2.3959 1.4902 0.0086
O: -3.1772 1.9971 1.1069
O: -3.0195 1.4117 -1.2772
O: -1.7424 0.1862 0.4452
H: 1.2084 4.0326 -2.3777
H: 1.0580 5.9369 -0.7902
H: -0.4102 5.7542 1.1940
H: -1.8371 3.7422 1.4869
N: 1.1298 0.9622 1.5363
C: 0.2913 0.7590 2.7486
C: 0.3690 -0.6759 3.2682
C: -0.4347 -1.6789 2.4584
N: 0.2180 -1.8865 1.1560
H: 2.0948 0.7178 1.7345
H: 1.0982 1.9410 1.2555
H: -0.7317 1.0123 2.4756
H: 0.6154 1.4375 3.5404
H: -0.0023 -0.6733 4.2942
H: 1.4167 -1.0003 3.3100
H: -1.4315 -1.2827 2.2759
H: -0.5341 -2.6196 3.0076
H: -0.3665 -2.4602 0.5596
H: 1.1109 -2.3519 1.2591

- HOMO energy (spin up / spin down) (eV) = -8.54 / -8.54
- gap between HOMO and LUMO (spin up / spin down) (eV) = 7.9 / 7.9
- E (eV) = -49740.6974



Entry 4:
The following is a DFT calculation (ωB97M-V/def2-TZVPD) of the ion C23H19BrN3 with charge +1 in a non-equilibrium geometry.

Cartesian coordinates (Å):
C: -4.9641 0.6884 -0.6452
N: -3.6790 0.3110 -0.1147
C: -2.5820 -0.0468 -0.8429
C: -1.4936 -0.3124 -0.0166
C: -0.1117 -0.6342 -0.5040
C: 0.8895 -0.7695 0.6042
C: 1.0625 0.2177 1.5727
C: 2.0071 0.0041 2.5878
C: 2.8543 -1.1120 2.5525
C: 2.6604 -2.0771 1.5634
C: 1.7155 -1.8791 0.5542
C: 0.6980 0.0915 -1.7571
N: -0.1584 1.2429 -1.9351
N: -1.0757 1.9186 -2.0332
C: 2.1133 0.4922 -2.1794
C: 3.0613 -0.4997 -2.5558
C: 4.3001 -0.1571 -3.0973
C: 4.6160 1.1806 -3.3699
Br: 6.3440 1.6528 -3.9629
C: 3.6525 2.1683 -3.1058
C: 2.4387 1.8393 -2.5163
C: -2.0490 -0.3183 1.3510
C: -1.6611 -0.7114 2.6403
C: -2.5467 -0.6056 3.7313
C: -3.8532 -0.1185 3.5766
C: -4.2934 0.2853 2.2994
C: -3.4041 0.1309 1.2364
H: -5.6452 0.9451 0.1665
H: -4.8776 1.5376 -1.3307
H: -5.4147 -0.1345 -1.2087
H: -2.6570 -0.1000 -1.9283
H: -0.2358 -1.5791 -1.0846
H: 0.4179 1.1074 1.6200
H: 2.1467 0.7707 3.3481
H: 3.6320 -1.2359 3.3323
H: 3.3040 -2.9432 1.5285
H: 1.5585 -2.6535 -0.1953
H: 0.4781 -0.7230 -2.5478
H: 2.7775 -1.5646 -2.4678
H: 5.0733 -0.9251 -3.2784
H: 3.8883 3.2111 -3.3204
H: 1.6912 2.6378 -2.3823
H: -0.6473 -1.1047 2.8370
H: -2.2258 -0.9018 4.7281
H: -4.5286 -0.0365 4.4252
H: -5.2768 0.7105 2.1252

- HOMO energy (eV) = -10.82
- gap between HOMO and LUMO (eV) = 5.9
- SMILES = Cn1cc([C@H](c2ccccc2)[C@@H]([N+]#N)c2ccc(Br)cc2)c2ccccc21
- charge = +1
- E (eV) = -98662.6265



Entry 5:
The following is a DFT calculation (ωB97M-V/def2-TZVPD) of a structure of composition C37H44CsN6O2PS3Sb2Se4 in a non-equilibrium geometry.

Cartesian coordinates (Å):
Cs: -0.4780 0.5634 2.3648
Se: -2.7099 1.0590 6.9433
Sb: -2.9015 -0.6142 5.1686
Se: -3.5868 0.5550 3.0539
Se: -0.6480 -1.6109 4.7469
Se: -4.4858 -2.4615 5.5644
N: -3.5605 -2.8173 2.2004
C: -2.3481 -3.3927 2.1331
N: -1.3102 -2.9366 1.4608
C: -0.2114 -3.7276 1.7320
C: -0.4276 -4.8502 2.4552
S: -2.0700 -4.9001 2.9639
C: 1.1193 -3.2348 1.3581
C: 2.3110 -3.7538 1.7512
S: 3.6012 -2.7389 1.2151
C: 2.4305 -1.6771 0.5124
N: 1.2041 -2.0596 0.6410
N: 2.7913 -0.5453 -0.2026
H: -3.5433 -1.7977 2.0742
H: -4.0769 -3.0170 3.0657
H: 0.3042 -5.5573 2.8073
H: 2.4846 -4.5956 2.3989
H: 3.4457 0.0440 0.2934
H: 1.9454 -0.0342 -0.4572
S: -0.3134 0.5607 -1.2134
Sb: -1.3546 -1.4229 -1.5874
C: -0.2369 -3.1974 -1.7638
C: -0.6404 -4.4172 -1.2388
C: 0.1324 -5.5513 -1.4626
C: 1.3054 -5.4627 -2.1950
C: 1.7144 -4.2372 -2.7070
C: 0.9424 -3.1060 -2.4981
C: -3.2891 -1.7256 -0.8711
C: -3.9540 -2.9199 -1.1487
C: -5.2837 -3.0568 -0.7939
C: -5.9419 -2.0117 -0.1545
C: -5.2766 -0.8319 0.1241
C: -3.9447 -0.6765 -0.2483
C: -1.8824 -1.2740 -3.6656
C: -1.7072 -0.0864 -4.3626
C: -2.0628 0.0024 -5.7038
C: -2.5906 -1.0996 -6.3600
C: -2.7638 -2.2939 -5.6714
C: -2.4104 -2.3773 -4.3323
H: -1.5127 -4.4813 -0.6024
H: -0.1749 -6.4964 -1.0329
H: 1.9130 -6.3450 -2.3549
H: 2.6423 -4.1610 -3.2604
H: 1.2736 -2.1469 -2.8827
H: -3.4437 -3.7456 -1.6277
H: -5.7979 -3.9905 -0.9856
H: -6.9709 -2.1347 0.1590
H: -5.7649 -0.0434 0.6802
H: -3.4216 0.2388 0.0008
H: -1.2892 0.7710 -3.8459
H: -1.9271 0.9367 -6.2358
H: -2.8663 -1.0295 -7.4054
H: -3.1728 -3.1604 -6.1770
H: -2.5471 -3.3186 -3.8101
C: 1.4038 5.0482 -4.6866
C: 2.6268 4.8079 -3.8155
N: 2.2461 4.3761 -2.4760
C: 2.2676 2.9355 -2.2305
C: 3.6775 2.4198 -1.9860
C: 2.0941 5.3292 -1.5206
O: 2.3664 6.5078 -1.7262
C: 1.5076 4.9274 -0.2015
C: 2.0941 5.3561 0.9823
C: 1.4537 5.0859 2.1754
C: 0.2293 4.4310 2.1422
N: -0.3578 4.0392 1.0173
C: 0.2844 4.2720 -0.1225
H: 1.6957 5.3340 -5.6994
H: 0.7949 5.8490 -4.2663
H: 0.7883 4.1491 -4.7530
H: 3.2213 5.7158 -3.7334
H: 3.2607 4.0307 -4.2470
H: 1.8145 2.4442 -3.0945
H: 1.6278 2.6919 -1.3882
H: 4.3689 2.7797 -2.7510
H: 3.6939 1.3301 -2.0006
H: 4.0424 2.7624 -1.0153
H: 3.0287 5.9025 0.9524
H: 1.8808 5.3866 3.1224
H: -0.3109 4.2116 3.0570
H: -0.2182 3.9410 -1.0274
C: 0.7380 1.8804 5.5800
P: 2.1088 1.6316 4.4578
C: 3.3689 2.8479 4.9165
C: 2.8048 0.0344 4.8913
O: 1.7565 1.7371 3.0011
H: 1.1062 2.0793 6.5888
H: 0.1050 0.9836 5.6372
H: 0.1037 2.7105 5.2660
H: 3.6409 2.7548 5.9689
H: 2.9832 3.8520 4.7386
H: 4.2549 2.6992 4.2978
H: 3.1614 0.0321 5.9231
H: 3.6241 -0.2110 4.2140
H: 1.9995 -0.7034 4.8011

- HOMO energy (eV) = -1.08
- gap between HOMO and LUMO (eV) = 4.2
- charge = -2
- ΔE to the lowest compared entry with this formula, charge and spin (kJ/mol) = 0.00
- E (eV) = -368928.5063



Entry 6:
The following is a DFT calculation (ωB97M-V/def2-TZVPD) of a cluster of 2 separate species, C3H10N in total in a non-equilibrium geometry.

Cartesian coordinates (Å):
C: 0.3161 -0.4565 -0.5452
C: -0.0645 0.2629 0.8408
C: -0.2581 1.7370 0.3430
N: 0.5001 -1.9634 -0.2961
H: 1.1935 0.0341 -0.9418
H: -0.2932 -0.0299 -1.5261
H: -0.9359 0.6579 1.4193
H: 0.7097 -0.0874 1.5174
H: -0.6548 2.3992 1.1069
H: -0.8700 1.9005 -0.5575
H: 0.7898 2.0937 0.0819
H: -0.0747 -2.3862 0.4135
H: -1.1068 -1.6572 -0.6973
H: 0.7488 -2.5047 -1.1587

- HOMO energy (eV) = -14.39
- gap between HOMO and LUMO (eV) = 7.0
- charge = +1
- ΔE to the lowest compared entry with this formula, charge and spin (kJ/mol) = 711.96
- E (eV) = -4749.4861